{"formula": "C2H2N4", "method": "the ωB97M-V functional and the def2-TZVPD basis", "symbols": ["C", "C", "N", "N", "N", "N", "H", "H"], "coordinates": [[-0.271931, -1.618804, -0.353104], [-0.744155, 0.426048, 1.450804], [0.641044, -1.783709, -1.025057], [-0.790782, 1.557966, 1.314361], [-1.299260, -1.633280, 0.498800], [-0.924471, -0.854606, 1.694439], [-2.187170, -1.321625, 0.002657], [-0.720352, -1.377794, 2.622851]], "forces_ev_per_a": [[0.5, -0.9, -0.4], [-0.5, -0.5, 1.2], [0.5, 0.2, -0.5], [0.4, 1.6, -0.5], [-1.1, 1.1, 1.1], [-0.6, -2.7, 0.3], [1.3, -0.2, 1.5], [-0.5, 1.4, -2.7]], "gap_ha": 0.4068, "charge": 0, "e_above_lowest_ev": 2.437}

***

{"formula": "C10H21NO5S", "method": "the ωB97M-V functional and the def2-TZVPD basis", "symbols": ["O", "O", "O", "O", "O", "S", "N", "C", "C", "C", "C", "C", "C", "C", "C", "C", "C", "H", "H", "H", "H", "H", "H", "H", "H", "H", "H", "H", "H", "H", "H", "H", "H", "H", "H", "H", "H", "H"], "coordinates": [[-2.029094, 1.573571, 1.615348], [-0.015639, 0.658846, -3.335264], [0.273948, 1.875089, -1.231962], [-3.449289, 0.093242, 0.069429], [-2.663234, 1.441726, -2.786981], [1.639165, -0.335690, 1.028531], [3.106433, 0.570395, 4.820519], [1.361136, 0.703131, -3.631256], [3.276874, -0.334777, 1.905970], [2.411608, -0.576940, 4.337796], [3.193034, -1.090293, 3.199575], [1.119352, 1.436188, 1.015310], [-0.090403, 1.895186, 0.201095], [-1.250848, 1.032977, 0.564574], [-0.242879, 0.764686, -1.942536], [-2.410505, 0.964129, -0.419856], [-1.860477, 0.746719, -1.771701], [-2.697727, 0.941964, 1.864166], [-4.346614, 0.140903, -0.362901], [-2.241360, 1.261238, -3.608785], [3.940983, 0.337649, 5.258796], [2.466619, 0.985059, 5.505910], [1.949737, 0.073168, -2.984998], [1.733403, 1.690976, -3.590494], [1.526466, 0.216554, -4.660881], [4.021912, -0.747518, 1.164838], [3.737405, 0.641000, 2.068055], [2.412420, -1.282895, 5.136500], [1.361296, -0.405562, 4.118279], [4.223156, -1.246408, 3.513611], [2.841510, -2.119135, 2.900839], [1.997198, 1.880620, 0.673909], [1.013003, 1.823746, 2.096670], [-0.368739, 2.967637, 0.426863], [-1.007843, -0.005767, 0.801352], [0.090211, -0.230684, -1.499118], [-2.825115, 2.037638, -0.495653], [-2.088373, -0.269644, -1.856825]], "forces_ev_per_a": [[1.9, 1.4, 2.5], [0.0, 1.1, 1.4], [0.0, -0.2, -0.1], [0.0, -0.4, -0.5], [0.7, 0.0, 2.3], [-0.2, 0.2, 0.0], [-2.7, 2.7, -0.1], [0.3, -1.9, -2.1], [0.4, 0.8, -1.4], [0.1, -0.2, 0.0], [0.3, -3.1, -1.7], [-0.2, 0.5, 2.6], [0.9, 0.2, -0.8], [-4.2, -1.4, 0.1], [-3.1, -1.2, 1.0], [-0.3, 3.7, -1.7], [0.2, -0.9, -2.3], [-0.3, -0.4, -0.1], [1.9, 0.5, 0.2], [0.6, -0.2, -1.2], [1.7, -0.6, 1.0], [0.8, 0.3, -0.1], [0.1, -0.3, 0.7], [0.4, 1.1, -0.1], [-0.5, 1.1, 1.3], [-0.9, -0.3, 0.9], [-0.8, 0.5, 0.0], [-0.2, -1.3, 0.4], [0.0, 0.5, -0.3], [0.3, 0.0, 0.3], [0.2, 0.7, 0.5], [1.2, 1.3, -0.8], [-0.1, -0.8, -1.5], [0.5, -1.1, -0.2], [0.6, 0.0, 0.1], [0.1, 1.2, -0.1], [0.5, -1.4, 0.5], [-0.1, -2.2, -1.0]], "gap_ha": 0.3413, "charge": 0}

***

{"formula": "C20H31IrO5S", "method": "the ωB97M-V functional and the def2-TZVPD basis", "symbols": ["O", "C", "C", "H", "H", "C", "H", "H", "C", "H", "H", "H", "C", "H", "H", "H", "Ir", "C", "C", "C", "H", "C", "C", "H", "H", "H", "H", "C", "C", "C", "H", "C", "C", "H", "H", "H", "H", "O", "C", "C", "H", "H", "C", "H", "H", "C", "H", "H", "H", "H", "C", "S", "O", "O", "O", "H", "H", "H"], "coordinates": [[3.230524, 1.934224, -3.702712], [2.258103, 1.223609, -2.836705], [1.950599, 0.165884, -3.898990], [1.389790, 1.778207, -2.471612], [2.872188, 0.809219, -2.027997], [3.286113, 0.737174, -4.571478], [0.994214, 0.350916, -4.409694], [2.018682, -0.841048, -3.446030], [3.376224, 1.215027, -6.027437], [3.847837, 2.210071, -6.117635], [2.375611, 1.240535, -6.462628], [3.977095, 0.562685, -6.684600], [4.446204, -0.156334, -4.065192], [4.145261, -0.796168, -3.217949], [5.245928, 0.437529, -3.603726], [4.866330, -0.860286, -4.785129], [-0.518632, -0.134802, -0.401199], [-1.866891, -1.736787, -1.028957], [-2.427294, -0.969163, 0.077365], [-2.591462, 0.392531, -0.387421], [-2.654201, -1.360659, 1.071653], [-2.223340, 0.442216, -1.777386], [-1.758113, -0.868192, -2.169087], [-1.391479, -1.150581, -3.158979], [-1.637383, -2.801569, -0.961095], [-2.968925, 1.223184, 0.210191], [-2.344001, 1.336502, -2.401370], [0.320713, -0.455143, 1.527802], [0.840919, -1.482164, 0.650215], [1.731889, -0.840560, -0.278592], [0.641096, -2.552962, 0.751036], [1.888003, 0.531234, 0.133914], [0.942210, 0.785425, 1.156917], [0.736304, 1.726472, 1.627716], [-0.316180, -0.620874, 2.381976], [2.233995, -1.370120, -1.088819], [2.642518, 1.267870, -0.135473], [-0.477143, 3.098078, -3.102770], [-0.852171, 3.000082, -4.557736], [-0.138134, 4.151359, -5.303228], [-1.963224, 3.067880, -4.713872], [-0.565237, 2.003509, -4.985642], [0.417189, 5.134324, -4.232539], [-0.795422, 4.635917, -6.027575], [0.670732, 3.762047, -5.924879], [0.015339, 4.504544, -2.872140], [0.079112, 6.180979, -4.301794], [1.513645, 5.217219, -4.361663], [-0.803268, 5.064407, -2.382474], [0.882468, 4.499040, -2.192266], [-1.930774, 4.249780, 2.300486], [-1.591614, 4.173858, 0.558856], [-2.724820, 3.408130, 0.021097], [-1.502215, 5.537486, 0.045791], [-0.311681, 3.443196, 0.446446], [-2.871298, 4.781699, 2.453128], [-1.123905, 4.752865, 2.822380], [-2.024620, 3.218765, 2.644923]], "forces_ev_per_a": [[-1.4, -1.0, 0.1], [0.9, 0.1, -0.4], [0.7, 0.5, 0.1], [0.4, 0.5, -0.1], [-0.5, 0.1, -0.2], [0.2, -0.1, 0.8], [0.5, -0.1, 0.0], [-0.2, 0.2, -0.9], [0.1, -0.6, -0.3], [-0.4, -0.4, 0.4], [0.0, 0.3, 0.0], [-0.2, 0.0, 0.4], [0.3, -0.1, 0.6], [-0.3, 0.2, -0.3], [0.0, 0.2, -0.6], [-0.1, 0.3, -0.3], [2.6, 5.1, -1.6], [-1.8, -0.8, -0.1], [-1.6, -0.6, -0.6], [-2.3, -1.2, -0.1], [0.0, 0.3, -0.5], [-0.7, -0.2, 0.2], [-0.4, -0.7, -0.2], [-0.2, 0.1, 0.5], [-0.1, 0.5, -0.3], [0.3, 0.0, -0.3], [0.5, -0.4, 0.4], [1.0, -0.2, 0.8], [0.7, -0.3, 0.4], [0.9, -0.5, 0.5], [0.1, 0.6, -0.2], [0.6, -0.4, 0.6], [0.7, -1.0, 1.1], [0.0, 0.3, -0.1], [0.0, 0.1, 0.0], [0.0, 0.3, 0.4], [-0.5, -0.3, -0.4], [0.3, 1.2, -2.2], [-0.1, 0.2, 0.8], [0.0, 0.1, -0.1], [0.8, 0.1, 0.6], [0.0, 0.7, 0.7], [0.3, -0.4, 0.0], [-0.2, 0.0, 0.3], [0.1, -0.1, 0.3], [-0.5, -0.4, -0.1], [-0.3, -0.6, -0.1], [-0.5, -0.3, 0.3], [0.4, -0.3, -0.2], [-0.5, -0.5, -0.1], [-0.1, 0.0, 0.1], [-0.1, 0.2, -0.9], [0.3, 0.0, 0.1], [-0.1, -0.6, 0.5], [-0.1, -0.4, 0.1], [0.1, -0.1, -0.1], [0.1, 0.1, 0.0], [0.0, 0.1, 0.0]], "multiplicity": 5, "s_squared": 6.019, "gap_ha": [0.2349, 0.1763], "charge": 0}

***

{"formula": "C25H26AgAsClF2N3O4S2", "method": "the ωB97M-V functional and the def2-TZVPD basis", "symbols": ["Ag", "O", "N", "O", "C", "C", "C", "C", "C", "C", "N", "C", "C", "N", "C", "C", "C", "C", "H", "H", "H", "H", "H", "H", "H", "C", "As", "C", "C", "O", "H", "H", "H", "H", "H", "H", "H", "H", "H", "C", "O", "C", "S", "S", "H", "H", "H", "F", "C", "F", "H", "Cl", "C", "C", "C", "C", "C", "C", "C", "H", "H", "H", "H", "H", "H"], "coordinates": [[0.025490, -2.174664, 0.907260], [6.689785, 0.419846, -1.908039], [6.686912, 0.113062, -0.729349], [7.691296, 0.061447, -0.039158], [5.393461, -0.140503, -0.074896], [5.327260, 0.227224, 1.221468], [4.105737, 0.100540, 1.941165], [3.947124, 0.537647, 3.269626], [2.722282, 0.418414, 3.868149], [1.659258, -0.151032, 3.139823], [1.806955, -0.587384, 1.912197], [2.990555, -0.460439, 1.305202], [3.088275, -0.898384, -0.076799], [1.992202, -1.462299, -0.610164], [2.006864, -1.816304, -1.873390], [3.145930, -1.663455, -2.678943], [4.286544, -1.127602, -2.146273], [4.283312, -0.706586, -0.800478], [6.200619, 0.644381, 1.704156], [4.792001, 0.972508, 3.792211], [2.555254, 0.756764, 4.881837], [0.661716, -0.239726, 3.552341], [1.098723, -2.264757, -2.255108], [3.110031, -1.975706, -3.713418], [5.170186, -1.007717, -2.752013], [-2.772526, -0.268931, 0.467135], [-2.337653, 1.125007, 1.710366], [-3.612232, 0.948899, 3.156255], [-2.847333, 2.748788, 0.802649], [-0.804360, 1.204290, 2.298601], [-3.826541, -0.168166, 0.203835], [-2.577147, -1.242769, 0.922358], [-2.148464, -0.139150, -0.421787], [-4.633061, 0.950841, 2.771551], [-3.471068, 1.781544, 3.843561], [-3.402106, 0.006925, 3.659645], [-3.886660, 2.686191, 0.480440], [-2.210172, 2.881043, -0.076943], [-2.707788, 3.590767, 1.481147], [-3.124249, -3.041003, -1.855430], [-1.799140, -3.249457, -1.383854], [-1.285092, -4.504600, -1.332724], [-2.201144, -5.828114, -1.807517], [0.309252, -4.520683, -0.761684], [-3.263006, -1.961894, -1.843187], [-3.846125, -3.536749, -1.205054], [-3.243079, -3.434180, -2.864803], [-2.232717, -2.075800, 3.093829], [-1.035225, -2.769718, 2.734519], [-0.229644, -2.612074, 3.895830], [-1.345665, -3.818787, 2.784711], [-3.592547, 0.498237, -3.179447], [-2.772652, 1.991280, -2.710979], [-3.505177, 3.154790, -2.711555], [-2.938018, 4.373456, -2.336525], [-1.581330, 4.352239, -1.962637], [-0.844959, 3.196482, -1.962704], [-1.380718, 1.902248, -2.344717], [-0.637489, 0.748069, -2.295384], [-4.549535, 3.102102, -3.000847], [-3.520884, 5.285142, -2.331459], [-1.096424, 5.276511, -1.659670], [0.197156, 3.223559, -1.659404], [-1.051690, -0.217124, -2.542457], [0.369457, 0.785491, -1.893096]], "forces_ev_per_a": [[0.0, -0.3, 0.0], [0.0, -0.1, 0.0], [-0.1, 0.2, 0.1], [0.0, -0.1, -0.1], [0.2, 0.0, -0.1], [-0.1, 0.0, 0.1], [0.0, 0.0, 0.0], [0.0, 0.0, 0.0], [0.1, 0.0, 0.0], [0.0, 0.0, 0.0], [0.0, 0.0, 0.0], [0.0, 0.0, 0.1], [0.0, 0.0, -0.1], [-0.1, 0.1, -0.1], [0.1, 0.0, 0.0], [0.0, 0.0, 0.0], [0.0, 0.0, 0.0], [-0.1, -0.1, 0.1], [0.0, 0.0, 0.0], [0.0, 0.0, 0.0], [0.0, 0.0, 0.0], [0.0, 0.0, 0.0], [0.0, 0.0, 0.0], [0.0, 0.0, 0.0], [0.0, 0.0, 0.0], [0.2, -0.2, 0.0], [-0.1, 0.2, -0.1], [0.0, -0.1, 0.0], [0.0, -0.1, 0.0], [0.1, 0.0, 0.1], [0.0, 0.0, -0.1], [-0.1, 0.1, 0.0], [-0.1, 0.1, 0.0], [0.0, 0.0, 0.0], [0.0, 0.0, 0.0], [0.0, 0.0, 0.0], [0.0, 0.0, 0.0], [-0.1, -0.1, 0.2], [0.0, 0.0, 0.0], [0.0, 0.0, 0.0], [0.1, -0.1, 0.0], [-0.1, 0.1, 0.0], [0.0, 0.0, 0.0], [0.0, 0.0, 0.1], [0.0, 0.0, 0.0], [0.0, 0.0, 0.0], [0.0, 0.0, 0.0], [0.0, 0.0, 0.0], [-0.1, 0.2, -0.1], [0.0, 0.0, 0.1], [0.0, 0.0, 0.0], [0.0, 0.1, 0.0], [0.0, 0.0, 0.0], [0.0, 0.0, 0.0], [0.1, 0.0, 0.0], [0.0, 0.0, -0.2], [0.0, 0.0, -0.2], [0.0, 0.0, 0.1], [0.1, 0.1, 0.1], [0.0, 0.0, 0.0], [0.0, 0.0, 0.0], [0.0, 0.0, 0.0], [0.0, 0.0, 0.0], [0.0, -0.1, 0.0], [0.0, 0.0, -0.1]], "gap_ha": 0.1279, "charge": -2, "e_above_lowest_ev": 0.000}

***

{"formula": "C7H15N2O2", "method": "the ωB97M-V functional and the def2-TZVPD basis", "symbols": ["C", "C", "C", "C", "C", "C", "C", "N", "N", "O", "O", "H", "H", "H", "H", "H", "H", "H", "H", "H", "H", "H", "H", "H", "H", "H"], "coordinates": [[-2.364487, -0.014912, 0.141449], [-2.760698, 0.207096, -1.260455], [-0.230907, 1.569098, 1.085567], [1.526469, 1.403591, -0.839668], [2.549564, -1.560489, 0.498868], [0.863495, 0.756782, 0.496761], [0.368326, -0.608320, 0.236133], [-0.954839, -0.821410, 0.056583], [1.129437, -1.660700, 0.291828], [-2.803478, 0.234165, 1.180006], [-1.300956, -2.134966, -0.334931], [-3.081800, 1.315197, -1.252014], [-1.955414, -0.065020, -2.073826], [-3.603998, -0.338554, -1.659424], [-0.810726, 1.136752, 1.956839], [-0.871827, 1.790704, 0.340545], [0.151484, 2.686870, 1.360403], [2.441568, 1.946273, -0.493733], [1.757659, 0.670026, -1.487084], [0.821993, 2.134415, -1.321357], [2.665522, -0.661465, 1.062017], [2.998249, -2.402692, 1.047135], [3.102626, -1.377128, -0.353874], [1.603370, 0.793079, 1.311078], [0.838177, -2.599772, -0.094178], [-2.078803, -2.398619, 0.105341]], "forces_ev_per_a": [[2.2, -1.0, -1.7], [0.4, 1.7, -2.3], [1.2, 3.2, 3.2], [-1.4, 2.8, 3.8], [0.0, 0.1, 2.0], [1.1, 1.1, -0.1], [-2.5, -0.9, 0.6], [-0.2, -0.1, 0.4], [0.9, -2.8, -1.5], [-0.8, 0.0, 0.9], [2.3, 1.0, -1.3], [0.6, -1.6, -0.5], [-1.2, 1.0, 2.0], [-0.6, -0.3, 0.7], [1.1, 0.5, -0.9], [-2.7, 0.8, -2.4], [-0.6, -2.8, -0.3], [-0.8, -0.4, -0.6], [1.0, -2.4, -2.4], [0.6, -0.7, 0.5], [0.6, 0.2, 0.8], [-0.6, 0.2, -0.2], [0.9, 0.0, -2.2], [0.1, -0.8, -0.6], [-0.3, 1.8, 0.8], [-1.6, -0.4, 1.3]], "gap_ha": 0.3871, "charge": 1, "e_above_lowest_ev": 3.438}